{
  "formula": "C10H12N3",
  "method": "ωB97M-V/def2-TZVPD",
  "homo_energy_ha": [-0.4692, -0.4645],
  "largest_force_ha_per_bohr": 0.0785,
  "multiplicity": 1,
  "total_charge": 1,
  "lumo_ev": [-5.98, -5.94],
  "e_tot_ev": -15022.553,
  "symbols": ["C", "C", "C", "C", "C", "C", "C", "C", "C", "C", "N", "N", "N", "H", "H", "H", "H", "H", "H", "H", "H", "H", "H", "H", "H"],
  "positions_angstrom": [[-3.6488, -0.2939, 0.1544], [2.7234, -1.9251, 0.0495], [2.5809, -0.5765, -0.2267], [1.6077, -2.7275, -0.1170], [1.4182, 0.0243, -0.5633], [0.3544, -2.0993, -0.3558], [0.2086, -0.7187, -0.6339], [-2.4285, -0.5455, 0.7001], [-0.7881, 2.3197, -0.2462], [-1.2081, 1.2636, -1.2581], [-4.5466, -0.0885, -0.5266], [-0.9659, -0.1171, -0.9953], [-1.9724, -1.3340, 1.6114], [3.6623, -2.3040, 0.5134], [3.5317, 0.0419, -0.3580], [1.6349, -3.8406, -0.0303], [1.5551, 0.9944, -0.8685], [-0.6029, -2.7411, -0.3166], [-0.1216, 1.8058, 0.5704], [-0.3064, 3.1316, -0.6639], [-1.7263, 2.7054, 0.2342], [-2.1870, 1.3008, -1.7850], [-0.5575, 1.4304, -2.2747], [-2.5125, -1.8458, 2.3006], [-0.9530, -1.6610, 1.5952]]
}

{
  "formula": "C10H12N8O4",
  "method": "ωB97M-V/def2-TZVPD",
  "homo_energy_ha": -0.3002,
  "largest_force_ha_per_bohr": 0.1015,
  "multiplicity": 1,
  "total_charge": 0,
  "lumo_ev": -0.48,
  "e_tot_ev": -30664.585,
  "symbols": ["O", "N", "C", "C", "C", "N", "O", "O", "N", "C", "N", "C", "O", "H", "H", "N", "N", "N", "C", "C", "C", "C", "C", "N", "H", "H", "H", "H", "H", "H", "H", "H", "H", "H"],
  "positions_angstrom": [[2.7579, -0.6140, 0.2351], [2.7484, 0.6602, 0.2134], [1.5893, 1.3468, -0.2826], [0.5807, 0.5404, -1.0410], [-0.4464, 1.4119, -1.5880], [-1.4130, 1.0793, -2.4989], [-1.8707, 0.0074, -2.8767], [-1.8407, 2.2955, -3.1436], [-1.1506, 3.4212, -2.6016], [-0.2926, 2.8371, -1.6560], [0.7047, 3.4702, -1.0588], [1.5815, 2.7386, -0.3367], [3.7490, 1.3228, 0.5633], [1.0541, -0.2448, -1.8501], [2.3975, 3.2589, 0.1571], [2.4483, -0.1848, 4.1981], [1.6463, -0.0151, 3.3714], [0.8425, 0.3092, 2.4360], [-0.3088, -0.6332, 2.3638], [-0.9774, -0.5357, 0.9928], [-1.9244, -1.7141, 0.8181], [-1.7221, -2.1824, -0.5947], [-0.2344, -1.9548, -0.8381], [0.0522, -0.6810, -0.0979], [0.0413, -1.6820, 2.5311], [-1.0309, -0.3417, 3.1541], [-1.4794, 0.4314, 0.9339], [-1.6073, -2.5313, 1.4633], [-2.9634, -1.5140, 1.0842], [-1.9822, -3.2166, -0.8213], [-2.3331, -1.5922, -1.2852], [0.4121, -2.7730, -0.4256], [-0.0029, -1.8656, -1.9144], [0.9747, -0.8548, 0.3956]]
}

{
  "formula": "C10H12NO2",
  "method": "ωB97M-V/def2-TZVPD",
  "homo_energy_ha": [-0.4900, -0.4900],
  "largest_force_ha_per_bohr": 0.1101,
  "multiplicity": 1,
  "total_charge": 1,
  "lumo_ev": [-6.30, -6.30],
  "e_tot_ev": -16138.061,
  "symbols": ["C", "C", "C", "C", "C", "C", "C", "C", "C", "C", "N", "O", "O", "H", "H", "H", "H", "H", "H", "H", "H", "H", "H", "H", "H"],
  "positions_angstrom": [[-0.4752, -1.6151, 0.0762], [0.9089, -1.8054, 0.0375], [0.0904, 0.7469, -0.3072], [-0.8550, -0.2892, -0.0847], [1.8625, -0.8716, 0.0063], [1.4866, 0.4711, -0.1744], [-3.3342, -0.8785, -1.1949], [3.2537, -1.4648, 0.0614], [2.4911, 1.5922, -0.3717], [-3.7833, 1.7102, 0.8058], [-2.1942, 0.0591, 0.1124], [-4.0487, -1.6924, -0.9399], [-2.4616, 1.3111, 0.3388], [-1.1248, -2.4206, 0.0323], [1.1871, -2.8624, 0.2930], [-0.2519, 1.7648, -0.4758], [3.3453, -2.5087, -0.1093], [3.8628, -0.9457, -0.7318], [3.6415, -1.2326, 1.0577], [1.9619, 2.5028, -0.5391], [3.2648, 1.6933, 0.4260], [3.1701, 1.3094, -1.2806], [-4.0029, 1.1538, 1.7470], [-3.5556, 2.7504, 1.2047], [-4.4395, 1.5220, 0.0104]]
}

{
  "formula": "C10H12NO3S",
  "method": "ωB97M-V/def2-TZVPD",
  "homo_energy_ha": [-0.1599, -0.1434],
  "largest_force_ha_per_bohr": 0.1054,
  "multiplicity": 1,
  "total_charge": -1,
  "lumo_ev": [3.17, 2.13],
  "e_tot_ev": -29028.784,
  "symbols": ["C", "C", "C", "C", "C", "C", "C", "C", "C", "C", "N", "O", "O", "O", "S", "H", "H", "H", "H", "H", "H", "H", "H", "H", "H", "H", "H"],
  "positions_angstrom": [[-0.8493, 0.8512, -2.6503], [-1.7255, 1.7833, -2.1270], [-0.5484, -0.2887, -1.9744], [-2.2264, 1.4874, -0.8318], [-1.3500, -0.6214, -0.7623], [-1.0902, -2.9097, 0.5628], [-1.0920, -1.7509, -0.0754], [1.0306, 2.0870, 0.4452], [1.1010, 0.9034, 1.4638], [1.3008, -0.4431, 0.8889], [-2.1575, 0.3387, -0.2264], [2.2460, -2.8905, 0.8311], [3.1722, -1.1574, 2.3114], [0.9992, -2.1599, 2.8127], [1.9713, -1.8541, 1.8459], [-0.4494, 0.9864, -3.5981], [-1.8904, 2.7087, -2.5305], [0.2574, -1.0504, -2.2439], [-3.0778, 2.1521, -0.4489], [-0.2376, -3.1586, 1.2073], [-1.9481, -3.6597, 0.5503], [0.5758, 1.7239, -0.4744], [0.2967, 2.8503, 0.6690], [2.0021, 2.6929, 0.2042], [1.9550, 0.9756, 2.1063], [0.1562, 0.8469, 2.1326], [1.5784, -0.4435, -0.0881]]
}

{
  "formula": "C10H12O2S",
  "method": "ωB97M-V/def2-TZVPD",
  "homo_energy_ha": [-0.2630, -0.3034],
  "largest_force_ha_per_bohr": 0.0807,
  "multiplicity": 1,
  "total_charge": 0,
  "lumo_ev": [0.51, -0.52],
  "e_tot_ev": -25489.431,
  "symbols": ["C", "C", "C", "C", "C", "C", "C", "C", "C", "C", "O", "O", "S", "H", "H", "H", "H", "H", "H", "H", "H", "H", "H", "H", "H"],
  "positions_angstrom": [[-3.5888, 0.5035, -0.3637], [-2.7143, 1.5140, -0.0614], [-3.0509, -0.8266, -0.4768], [-1.3290, 1.3556, -0.1716], [-1.7180, -1.0423, -0.4704], [-0.8199, 0.0681, -0.4063], [2.4321, -1.5212, -0.6173], [2.9844, -0.2273, -1.2901], [0.5520, -0.1725, -0.4305], [0.8775, 0.3248, 2.4568], [2.1185, 1.7233, 0.4479], [0.9828, -1.4308, -0.7583], [1.7643, 1.1228, -0.8231], [-4.7446, 0.6845, -0.2704], [-3.0962, 2.5635, 0.0890], [-3.6565, -1.6808, -0.6277], [-0.5352, 2.1631, -0.1354], [-1.4358, -2.0907, -0.3571], [2.7344, -2.4250, -1.1327], [2.6120, -1.5983, 0.5001], [3.8794, 0.1919, -0.7461], [3.2820, -0.2918, -2.2855], [1.8781, 0.2689, 2.6925], [0.3176, -0.4647, 2.8476], [0.2741, 1.2881, 2.3905]]
}

{
  "formula": "C10H13BrNS",
  "method": "ωB97M-V/def2-TZVPD",
  "homo_energy_ha": -0.4335,
  "largest_force_ha_per_bohr": 0.1122,
  "multiplicity": 1,
  "total_charge": 1,
  "lumo_ev": -3.38,
  "e_tot_ev": -92939.989,
  "smiles": "CC1=C(C)[C@@](C)([NH3+])c2scc(Br)c21",
  "symbols": ["C", "C", "C", "C", "C", "C", "C", "C", "C", "C", "N", "S", "Br", "H", "H", "H", "H", "H", "H", "H", "H", "H", "H", "H", "H", "H"],
  "positions_angstrom": [[-2.9386, -1.7162, 0.0088], [-1.4215, -0.0247, -0.1265], [-2.7894, -0.3201, 0.1004], [-0.6190, -1.1417, -0.1572], [-0.6171, 1.1515, 0.1587], [0.7188, 0.8836, 0.0913], [0.8158, -0.7989, -0.2078], [-1.2413, 2.4457, 0.1467], [1.9237, 1.6037, 0.4165], [1.4596, -1.1713, -1.5506], [1.5919, -1.5096, 0.9274], [-1.5179, -2.5791, -0.0891], [-4.2710, 0.8573, 0.1165], [-3.8558, -2.1378, 0.1308], [-1.9631, 2.2999, 0.9320], [-1.6291, 2.8405, -0.6819], [-0.5035, 3.1345, 0.5718], [2.6442, 0.7725, 0.7208], [1.7215, 2.3924, 1.1028], [2.3708, 2.0185, -0.5558], [2.5015, -1.0177, -1.4642], [1.0201, -0.7290, -2.3724], [1.2306, -2.2302, -1.7230], [2.4281, -2.0132, 0.6060], [0.9444, -2.1415, 1.3661], [1.9963, -0.8691, 1.5319]]
}

{
  "formula": "C10H13Cl2NO4Pt",
  "method": "ωB97M-V/def2-TZVPD",
  "homo_energy_ha": -0.5500,
  "largest_force_ha_per_bohr": 0.1586,
  "multiplicity": 1,
  "total_charge": 2,
  "lumo_ev": -11.92,
  "e_tot_ev": -48522.776,
  "symbols": ["C", "C", "C", "C", "C", "O", "O", "C", "C", "O", "N", "O", "C", "Cl", "C", "C", "Cl", "H", "H", "H", "H", "H", "H", "H", "H", "H", "H", "H", "H", "H", "Pt"],
  "positions_angstrom": [[1.6865, -2.7976, 0.2882], [1.0676, -1.7747, -0.4265], [-0.1265, -1.1559, 0.1797], [-1.5090, -1.7284, -0.1944], [-2.3654, -0.6769, 0.4521], [-3.6305, -0.7370, 0.6135], [-1.7197, 0.3787, 0.8173], [-0.4461, 0.3735, 0.0836], [-0.9255, 0.9370, -1.2781], [-1.7970, 2.0446, -1.0342], [-3.1521, 1.8120, -0.9388], [-3.7343, 2.6201, -0.3498], [0.5868, 1.2435, 0.7913], [-0.1047, 2.8157, 1.2112], [1.9153, 1.3139, -0.0280], [3.0602, 0.8575, 0.8752], [2.3089, 2.9354, -0.6093], [2.2361, -2.5223, 1.1887], [1.6028, -3.8451, 0.0129], [1.4869, -1.4702, -1.3858], [0.0025, -1.3009, 1.2639], [-1.5684, -1.6652, -1.2780], [-1.7281, -2.7380, 0.1434], [-1.4458, 0.1624, -1.8434], [-0.1108, 1.2971, -1.9016], [0.8039, 0.7969, 1.7596], [1.8853, 0.6594, -0.8985], [3.1603, 1.5463, 1.7109], [2.7777, -0.1081, 1.3055], [3.9833, 0.7208, 0.3228], [-4.2004, 0.0054, -0.8535]]
}

{
  "formula": "C10H13ClN2Si",
  "method": "ωB97M-V/def2-TZVPD",
  "homo_energy_ha": [-0.3014, -0.2884],
  "largest_force_ha_per_bohr": 0.1180,
  "multiplicity": 1,
  "total_charge": 0,
  "lumo_ev": [-0.88, -2.00],
  "e_tot_ev": -33952.232,
  "symbols": ["C", "C", "C", "C", "C", "C", "C", "C", "C", "C", "N", "N", "Si", "Cl", "H", "H", "H", "H", "H", "H", "H", "H", "H", "H", "H", "H", "H"],
  "positions_angstrom": [[-2.7840, 2.9796, -0.5954], [-1.9668, 2.4172, -1.2521], [0.0200, -0.2253, -3.0449], [-1.1220, 1.5199, -1.7271], [0.2304, -1.6944, 0.0319], [-0.3868, 1.1758, -2.7423], [-0.5859, -1.4117, -0.9843], [2.2410, 0.5631, 0.5224], [1.8670, -1.8218, 2.6486], [-0.2704, 0.3727, 2.3376], [0.0190, -1.2030, -2.2419], [-1.8776, -1.8276, -1.1943], [0.9625, -0.7130, 1.3803], [0.2667, 2.3298, -3.9735], [-3.6274, 3.5291, -0.3539], [0.4842, -0.5890, -3.9787], [1.6104, 0.7938, -0.3870], [2.3520, 1.2206, 1.2662], [3.0354, -0.0961, 0.3269], [2.8671, -2.0335, 2.3032], [1.8117, -1.2648, 3.7328], [1.4010, -2.6872, 2.7692], [-1.0941, -0.0619, 2.6684], [0.0746, 0.9082, 3.2163], [-0.7029, 1.2245, 1.9007], [-2.4938, -1.4616, -0.5183], [-2.3310, -1.9433, -2.1108]]
}

{
  "formula": "C10H13ClN3O7RuV",
  "method": "ωB97M-V/def2-TZVPD",
  "homo_energy_ha": [0.0358, -0.0848],
  "largest_force_ha_per_bohr": 0.1136,
  "multiplicity": 9,
  "total_charge": -2,
  "lumo_ev": [3.97, 2.77],
  "e_tot_ev": -70160.907,
  "s_squared": 20.1081,
  "symbols": ["Ru", "Cl", "C", "C", "H", "H", "H", "H", "H", "H", "V", "C", "C", "H", "H", "H", "H", "H", "O", "N", "O", "C", "C", "C", "C", "O", "C", "C", "N", "O", "O", "N", "O", "O", "H", "H"],
  "positions_angstrom": [[0.3759, -0.6433, -3.5472], [1.7976, 0.9537, -2.3761], [-0.9233, -0.3348, -5.0900], [1.9156, -0.8465, -4.9605], [-0.6866, -0.7869, -6.0774], [-1.9813, -0.4802, -4.8848], [-0.6971, 0.7748, -5.1117], [1.5839, -1.1932, -5.9634], [2.7300, -1.5178, -4.6240], [2.2721, 0.1897, -5.0686], [0.4624, 0.2891, -0.9066], [-1.2764, 1.0003, -1.8043], [-0.5161, -1.3058, -1.8253], [-1.2340, 0.4147, -2.8289], [-1.8905, 0.6190, -0.9500], [-1.4670, 2.0849, -1.8785], [0.0160, -2.2274, -1.9484], [-1.4498, -1.4819, -2.3658], [-0.6194, 0.0260, 6.9602], [0.0209, -0.6270, 6.1053], [0.5706, -1.7045, 6.4618], [0.0836, -0.1236, 4.7553], [-0.5746, 1.0437, 4.3721], [-0.6994, 1.4039, 3.0311], [-0.0556, 0.6286, 1.9771], [0.0067, 1.0376, 0.7379], [0.6830, -0.5327, 2.4287], [0.7944, -0.9047, 3.7693], [1.5313, -1.2685, 1.5311], [2.2630, -2.1430, 2.0707], [1.6519, -0.9529, 0.2752], [-1.4871, 2.5973, 2.8422], [-1.7571, 3.2546, 3.9156], [-1.8415, 2.8577, 1.6821], [-1.0804, 1.5470, 5.1726], [1.4784, -1.6481, 4.1229]]
}